(1)
{
  "formula": "C21H51NO5",
  "method": "wB97M-V/def2-TZVPD",
  "symbols": ["C", "C", "C", "O", "H", "H", "H", "H", "H", "H", "H", "H", "C", "C", "C", "O", "H", "H", "H", "H", "H", "H", "H", "H", "C", "C", "C", "O", "H", "H", "H", "H", "H", "H", "H", "H", "C", "C", "C", "O", "H", "H", "H", "H", "H", "H", "H", "H", "C", "C", "C", "C", "C", "C", "N", "O", "C", "C", "C", "H", "H", "H", "H", "H", "H", "H", "H", "H", "H", "H", "H", "H", "H", "H", "H", "H", "H", "H"],
  "coordinates": [[-14.83, 7.50, 1.04], [-14.91, 6.03, 1.42], [-16.14, 5.53, 2.05], [-14.74, 5.21, 0.34], [-14.74, 8.02, 1.99], [-15.78, 7.75, 0.57], [-13.92, 7.70, 0.46], [-14.00, 5.90, 2.00], [-15.96, 4.56, 2.52], [-17.04, 5.47, 1.43], [-16.35, 6.26, 2.82], [-15.03, 4.33, 0.56], [-14.97, 9.39, 3.16], [-15.11, 9.81, 4.68], [-14.15, 10.90, 5.08], [-16.41, 10.19, 5.10], [-15.33, 10.19, 2.53], [-15.45, 8.43, 2.95], [-13.91, 9.41, 2.90], [-14.75, 8.97, 5.27], [-14.40, 11.18, 6.10], [-14.42, 11.72, 4.42], [-13.11, 10.57, 5.06], [-16.92, 9.88, 4.34], [-17.67, 10.53, 2.36], [-18.02, 9.10, 2.83], [-17.95, 8.09, 1.67], [-17.22, 8.74, 3.80], [-18.22, 10.88, 1.49], [-16.66, 10.69, 1.98], [-17.83, 11.23, 3.18], [-19.07, 9.07, 3.13], [-18.56, 7.20, 1.85], [-16.97, 7.62, 1.52], [-18.34, 8.53, 0.76], [-17.74, 8.08, 4.28], [-15.61, 13.96, 6.79], [-16.01, 12.50, 6.69], [-17.02, 12.01, 7.67], [-16.50, 12.24, 5.38], [-16.49, 14.61, 6.75], [-14.86, 14.30, 6.08], [-15.19, 14.02, 7.80], [-15.14, 11.85, 6.73], [-17.31, 10.98, 7.45], [-17.99, 12.52, 7.64], [-16.57, 12.07, 8.66], [-16.33, 11.34, 5.10], [-10.72, 15.28, 7.05], [-10.07, 14.05, 6.24], [-10.35, 12.72, 7.02], [-11.78, 12.12, 6.86], [-12.17, 12.07, 5.27], [-12.00, 13.40, 4.50], [-10.61, 13.92, 4.78], [-10.23, 14.96, 3.97], [-11.99, 13.02, 3.03], [-13.11, 14.32, 4.95], [-8.50, 14.12, 6.14], [-11.79, 15.47, 6.98], [-10.28, 16.17, 6.60], [-10.37, 15.31, 8.09], [-9.64, 11.96, 6.70], [-10.22, 12.87, 8.09], [-12.46, 12.62, 7.55], [-11.71, 11.07, 7.16], [-13.20, 11.73, 5.19], [-11.57, 11.26, 4.85], [-11.10, 12.41, 2.84], [-12.85, 12.46, 2.68], [-11.96, 13.86, 2.34], [-13.29, 14.29, 6.03], [-12.89, 15.38, 4.82], [-13.98, 14.08, 4.34], [-8.15, 13.19, 5.71], [-8.23, 14.28, 7.19], [-7.97, 14.91, 5.60], [-9.35, 14.70, 3.66]],
  "multiplicity": 1,
  "lumo_energy_ha": 0.0066,
  "gap_ev": 7.9
}

(2)
{
  "formula": "C28H35N5OP2Ti",
  "method": "wB97M-V/def2-TZVPD",
  "symbols": ["Ti", "C", "C", "C", "C", "C", "C", "C", "C", "C", "H", "H", "H", "H", "H", "H", "H", "H", "H", "H", "H", "H", "H", "H", "H", "P", "P", "N", "N", "N", "N", "C", "C", "C", "C", "C", "C", "C", "C", "C", "C", "C", "C", "C", "C", "C", "C", "C", "C", "H", "H", "H", "H", "H", "H", "H", "H", "H", "H", "H", "H", "H", "H", "H", "H", "H", "H", "H", "H", "O", "C", "N"],
  "coordinates": [[-0.16, 1.35, 0.91], [-1.82, 1.68, -3.00], [-1.80, 0.36, -2.85], [-0.78, -0.56, -3.46], [0.66, 0.01, -3.56], [1.13, 0.80, -2.38], [0.82, 2.08, -2.06], [0.27, 3.04, -3.05], [-0.91, 2.49, -3.85], [1.03, 2.52, 2.33], [-2.60, 2.27, -2.53], [-2.72, -0.15, -2.56], [-1.11, -0.85, -4.48], [-0.78, -1.50, -2.89], [1.34, -0.83, -3.77], [0.72, 0.59, -4.48], [1.95, 0.33, -1.85], [1.26, 2.61, -1.24], [1.05, 3.40, -3.74], [-0.04, 3.92, -2.49], [-1.46, 3.34, -4.25], [-0.56, 1.92, -4.71], [0.13, 2.96, 2.81], [1.75, 3.33, 2.11], [1.51, 1.82, 3.05], [1.39, -0.60, 0.55], [-1.28, -1.51, 1.50], [3.02, 0.33, 0.03], [2.44, -1.59, 1.61], [-2.03, 0.24, 0.91], [-2.78, -2.29, 1.78], [0.57, -1.76, -0.59], [-0.92, -2.09, -0.19], [3.00, 1.72, -0.01], [4.20, 2.19, -0.50], [5.01, 1.06, -0.78], [4.27, -0.07, -0.41], [3.26, -1.06, 2.63], [4.03, -2.09, 3.17], [3.71, -3.28, 2.45], [2.76, -2.94, 1.49], [-2.18, 1.46, 1.65], [-2.93, 2.33, 0.86], [-3.37, 1.62, -0.26], [-2.89, 0.32, -0.16], [-3.82, -2.55, 0.89], [-4.93, -2.94, 1.62], [-4.54, -2.99, 3.00], [-3.21, -2.60, 3.08], [1.16, -2.68, -0.63], [0.62, -1.35, -1.60], [-1.69, -1.72, -0.90], [-1.06, -3.18, -0.06], [2.15, 2.27, 0.38], [4.45, 3.24, -0.61], [5.98, 1.08, -1.23], [4.56, -1.11, -0.39], [3.23, -0.03, 2.88], [4.74, -2.00, 3.97], [4.13, -4.26, 2.62], [2.28, -3.54, 0.74], [-2.29, 1.48, 2.75], [-3.23, 3.36, 1.16], [-4.01, 1.98, -1.05], [-3.24, -0.60, -0.60], [-3.67, -2.49, -0.18], [-5.91, -3.13, 1.23], [-5.14, -3.30, 3.83], [-2.53, -2.55, 3.90], [-1.32, 0.09, 4.84], [-0.70, 0.22, 3.86], [-0.20, 0.37, 2.76]],
  "multiplicity": 3,
  "lumo_energy_ha": [-0.0019, -0.0157],
  "gap_ev": [6.5, 7.3]
}

(3)
{
  "formula": "C24H39F2FeO24",
  "method": "wB97M-V/def2-TZVPD",
  "symbols": ["Fe", "C", "C", "O", "O", "H", "H", "H", "C", "C", "O", "O", "H", "H", "H", "C", "C", "O", "O", "H", "H", "H", "C", "C", "O", "C", "O", "O", "F", "H", "H", "H", "C", "C", "O", "C", "O", "O", "F", "H", "H", "H", "C", "O", "C", "O", "O", "C", "H", "H", "H", "H", "H", "H", "C", "O", "C", "O", "O", "C", "H", "H", "H", "H", "H", "H", "C", "O", "C", "O", "O", "C", "H", "H", "H", "H", "H", "H", "C", "O", "C", "O", "O", "C", "H", "H", "H", "H", "H", "H"],
  "coordinates": [[-2.19, 0.64, 1.38], [-2.62, 3.75, 3.85], [-2.39, 2.62, 2.91], [-2.79, 2.65, 1.71], [-1.83, 1.53, 3.22], [-3.61, 4.17, 3.68], [-1.78, 4.44, 3.75], [-2.67, 3.38, 4.88], [1.46, 0.28, -0.14], [0.13, 0.52, 0.52], [-0.69, 1.40, 0.12], [-0.28, -0.24, 1.44], [2.01, -0.49, 0.41], [2.01, 1.21, -0.25], [1.29, -0.12, -1.14], [-4.69, -2.51, 1.94], [-3.80, -1.31, 1.79], [-2.78, -1.36, 1.05], [-4.03, -0.17, 2.29], [-4.08, -3.24, 2.48], [-4.82, -2.89, 0.93], [-5.63, -2.33, 2.43], [0.95, -0.57, -5.52], [1.11, -1.61, -4.44], [0.37, -1.04, -3.36], [-0.64, -0.33, -3.93], [-1.63, 0.04, -3.41], [-0.35, -0.06, -5.23], [2.40, -1.81, -4.10], [1.07, -0.98, -6.52], [1.68, 0.22, -5.39], [0.62, -2.56, -4.68], [-1.27, 4.44, -1.45], [-2.23, 5.06, -0.49], [-3.06, 5.85, -1.31], [-2.44, 6.06, -2.51], [-2.82, 6.82, -3.34], [-1.37, 5.23, -2.65], [-1.65, 5.89, 0.43], [-1.45, 3.40, -1.71], [-0.22, 4.53, -1.14], [-2.83, 4.34, 0.05], [4.45, -1.98, 1.73], [4.08, -2.90, 2.73], [2.86, -3.41, 2.89], [2.58, -4.19, 3.74], [2.02, -2.91, 1.96], [0.67, -3.30, 2.07], [3.93, -1.02, 1.75], [4.34, -2.37, 0.72], [5.51, -1.80, 1.94], [0.37, -4.10, 1.38], [0.03, -2.46, 1.81], [0.34, -3.63, 3.06], [-5.02, 3.08, -2.55], [-4.07, 2.58, -1.60], [-3.88, 1.30, -1.43], [-3.34, 0.88, -0.43], [-4.48, 0.53, -2.31], [-4.66, -0.86, -1.98], [-4.89, 2.60, -3.52], [-4.86, 4.15, -2.67], [-6.02, 2.89, -2.17], [-4.19, -1.09, -1.03], [-4.18, -1.44, -2.76], [-5.73, -1.04, -1.99], [1.72, 3.45, 1.49], [1.85, 2.25, 2.22], [2.98, 1.98, 2.86], [3.96, 2.67, 2.88], [2.85, 0.80, 3.46], [3.99, 0.44, 4.24], [2.68, 3.83, 1.12], [1.27, 4.21, 2.13], [1.10, 3.33, 0.60], [4.17, 1.12, 5.08], [4.90, 0.50, 3.64], [3.90, -0.59, 4.57], [5.36, -6.57, -0.67], [4.62, -5.44, -0.31], [3.89, -4.86, -1.26], [4.02, -5.05, -2.44], [3.04, -4.04, -0.68], [2.29, -3.13, -1.47], [6.09, -6.35, -1.46], [4.72, -7.36, -1.09], [5.91, -6.99, 0.17], [2.90, -2.23, -1.59], [1.40, -2.85, -0.92], [2.05, -3.49, -2.46]],
  "multiplicity": 6,
  "lumo_energy_ha": [0.0080, -0.0355],
  "gap_ev": [10.3, 9.3]
}

(4)
{
  "formula": "C5H6O",
  "method": "wB97M-V/def2-TZVPD",
  "symbols": ["C", "C", "C", "O", "C", "C", "H", "H", "H", "H", "H", "H"],
  "coordinates": [[-1.87, -0.04, -0.40], [-0.54, 0.25, 0.27], [0.66, -0.09, -0.58], [0.61, -0.30, -1.78], [1.93, -0.13, 0.16], [2.91, -0.17, 0.85], [-2.69, 0.35, 0.20], [-2.01, -1.12, -0.53], [-1.91, 0.42, -1.39], [-0.44, -0.28, 1.23], [-0.45, 1.32, 0.52], [3.80, -0.21, 1.45]],
  "smiles": "C#CC(=O)CC",
  "multiplicity": 1,
  "lumo_energy_ha": 0.0148,
  "gap_ev": 10.7
}

(5)
{
  "formula": "C7H6BrNO3S",
  "method": "wB97M-V/def2-TZVPD",
  "symbols": ["C", "C", "C", "C", "C", "C", "C", "N", "O", "O", "O", "S", "Br", "H", "H", "H", "H", "H", "H"],
  "coordinates": [[-0.84, -0.30, -2.97], [0.04, 0.68, -2.54], [-1.41, -1.17, -2.06], [0.34, 0.80, -1.20], [-1.12, -1.06, -0.72], [-0.23, -0.08, -0.27], [0.10, 0.03, 1.15], [-0.39, -0.58, 2.14], [1.09, 0.88, 1.50], [0.41, 1.22, 3.98], [1.98, -0.63, 3.37], [1.37, 0.62, 3.12], [2.99, 2.02, 3.08], [-1.06, -0.40, -4.03], [0.49, 1.35, -3.26], [-2.09, -1.94, -2.40], [1.03, 1.56, -0.85], [-1.56, -1.75, -0.01], [-1.14, -1.23, 1.97]],
  "multiplicity": 1,
  "lumo_energy_ha": -0.0039,
  "gap_ev": 9.9
}

(6)
{
  "formula": "C8H14N2O2",
  "method": "wB97M-V/def2-TZVPD",
  "symbols": ["C", "C", "C", "C", "C", "C", "C", "C", "H", "H", "H", "H", "H", "H", "H", "H", "H", "H", "H", "H", "H", "H", "N", "N", "O", "O"],
  "coordinates": [[-4.46, -0.24, 0.23], [-2.34, 0.78, 0.76], [-1.51, -0.11, -0.03], [-0.94, -0.92, -0.71], [2.89, 2.57, -0.61], [2.69, 0.37, 0.06], [2.23, -0.66, 0.77], [2.71, -2.05, 0.46], [-5.91, -1.29, -0.43], [-4.14, -0.93, 1.03], [-3.79, 1.39, -0.68], [-1.92, 1.77, 0.81], [-2.43, 0.41, 1.79], [-0.56, -1.62, -1.42], [2.45, 3.54, -0.39], [2.78, 2.33, -1.69], [3.97, 2.63, -0.35], [3.52, 0.23, -0.65], [1.40, -0.53, 1.48], [3.75, -2.03, 0.04], [2.69, -2.68, 1.37], [2.05, -2.43, -1.31], [-5.45, -0.39, -0.57], [-3.70, 0.91, 0.22], [2.25, 1.62, 0.24], [1.77, -2.66, -0.44]],
  "smiles": "[H]/N=C/NCC#C.CO/C=C/CO",
  "multiplicity": 1,
  "lumo_energy_ha": 0.0287,
  "gap_ev": 9.5
}

(7)
{
  "formula": "C30H20BrN6OV",
  "method": "wB97M-V/def2-TZVPD",
  "symbols": ["V", "C", "C", "C", "C", "N", "C", "C", "C", "C", "C", "C", "N", "C", "C", "C", "C", "C", "N", "H", "H", "H", "H", "H", "H", "H", "H", "H", "H", "H", "Br", "C", "C", "C", "C", "C", "C", "N", "N", "C", "C", "C", "C", "O", "C", "N", "C", "C", "C", "C", "H", "H", "H", "H", "H", "H", "H", "H", "H"],
  "coordinates": [[-0.75, -0.34, -2.31], [-2.27, -4.30, -2.99], [-3.01, -4.48, -1.83], [-3.22, -3.39, -0.99], [-2.69, -2.17, -1.32], [-1.95, -2.00, -2.45], [-1.75, -3.05, -3.26], [-2.89, -0.90, -0.58], [-3.80, -0.63, 0.43], [-3.97, 0.70, 0.82], [-3.32, 1.72, 0.13], [-2.44, 1.38, -0.86], [-2.17, 0.09, -1.11], [-1.85, 2.23, -1.93], [-1.95, 3.60, -2.04], [-1.55, 4.21, -3.22], [-1.05, 3.44, -4.26], [-0.91, 2.08, -4.06], [-1.30, 1.48, -2.92], [-2.09, -5.12, -3.67], [-3.41, -5.45, -1.58], [-3.80, -3.50, -0.08], [-1.15, -2.88, -4.14], [-4.39, -1.41, 0.87], [-4.66, 0.94, 1.61], [-3.55, 2.76, 0.34], [-2.36, 4.18, -1.22], [-1.63, 5.28, -3.33], [-0.76, 3.88, -5.20], [-0.47, 1.45, -4.82], [0.43, -1.60, 7.08], [1.71, -1.00, 5.83], [3.02, -1.42, 5.95], [3.96, -0.98, 5.03], [3.58, -0.17, 3.97], [2.26, 0.28, 3.89], [1.33, -0.13, 4.82], [4.62, 0.22, 3.07], [4.44, 0.42, 1.86], [3.34, -0.12, 1.12], [2.95, -1.43, 1.18], [1.92, -1.94, 0.37], [1.26, -1.10, -0.47], [0.17, -1.42, -1.23], [1.69, 0.22, -0.62], [1.03, 0.95, -1.58], [1.46, 2.18, -1.79], [2.52, 2.76, -1.10], [3.17, 2.04, -0.13], [2.76, 0.72, 0.14], [3.31, -2.08, 6.76], [5.00, -1.29, 5.10], [1.98, 0.99, 3.13], [0.31, 0.23, 4.78], [3.47, -2.10, 1.87], [1.63, -2.98, 0.43], [0.96, 2.75, -2.57], [2.83, 3.77, -1.34], [4.01, 2.46, 0.42]],
  "charge": 2,
  "multiplicity": 3,
  "lumo_energy_ha": [-0.2644, -0.2720],
  "gap_ev": [5.1, 4.9]
}

(8)
{
  "formula": "C5H10NSi2",
  "method": "wB97M-V/def2-TZVPD",
  "symbols": ["C", "C", "C", "C", "C", "N", "Si", "Si", "H", "H", "H", "H", "H", "H", "H", "H", "H", "H"],
  "coordinates": [[1.05, 0.11, -2.17], [0.10, -1.03, -2.18], [1.42, 0.95, -1.21], [-0.40, -1.44, -1.02], [0.44, 0.38, 0.40], [-0.27, -0.68, 0.21], [0.77, 1.43, 1.93], [-1.70, -0.81, 1.28], [1.49, 0.23, -3.16], [0.03, -1.49, -3.22], [2.11, 1.78, -1.26], [-1.12, -2.27, -0.97], [2.09, 1.79, 1.75], [0.61, 0.92, 3.31], [-0.23, 2.47, 1.57], [-2.90, -1.48, 0.77], [-2.04, 0.62, 1.44], [-1.45, -1.49, 2.53]],
  "charge": 1,
  "multiplicity": 1,
  "lumo_energy_ha": -0.1792,
  "gap_ev": 9.3
}

Across the entries above, molecular weight takes the values 397.641; 567.437; 805.393; 82.102; 264.100; 170.212; 611.379; 140.314 g mol⁻¹, respectively.